(1)
ORCA calculation (the ωB97M-V functional and the def2-TZVPD basis) on 10 unconnected molecules or ions with the total composition C16H52O10.

Its relative energy (zero: lowest compared OMol25 entry of this formula, charge and spin) is 4.418 eV. The SMILES is CCO.CCO.CCO.CCO.CCO.CCO.CO.CO.CO.CO.

The geometry in ORCA input format:
```
! RIJCOSX wB97M-V def2-TZVPD def2/J DEFGRID3
* xyz 0 1
C 7.06651 9.74700 13.90594
H 10.96444 5.30146 14.71202
H 10.96498 9.50258 8.73212
C 15.96426 9.40463 18.29000
H 11.36073 6.55645 19.20188
H 9.37351 9.78146 17.59762
H 10.41933 6.79659 12.90884
H 12.50894 5.61669 20.04490
H 8.73932 8.41128 14.01362
C 8.83880 6.65898 11.51834
H 6.24044 10.02000 14.56258
C 12.25061 8.96475 13.56336
H 10.97539 6.37381 11.29936
C 11.11835 5.45402 15.78026
H 13.09727 6.59670 18.77263
H 10.19680 5.14776 12.26102
H 8.20219 8.52241 11.67358
H 11.83034 9.04821 10.11434
H 12.84628 10.29317 15.22410
C 12.37783 6.59918 19.59146
H 12.22031 12.03700 13.12296
H 13.59426 7.56261 21.04414
C 15.24842 11.20694 11.80088
H 12.50517 9.56673 12.69104
H 12.18227 13.73691 13.36362
O 6.52502 9.28050 12.65678
C 11.60484 12.83069 13.54648
H 14.43499 11.22035 11.07546
O 8.87456 8.02021 11.20742
O 11.08965 7.45200 9.18046
H 10.35850 7.52567 9.79820
O 12.86959 8.26362 15.75756
O 11.69645 7.81736 21.64932
H 16.16893 12.46718 10.70558
H 11.81387 9.90694 17.76778
H 11.13893 10.85686 19.10204
H 9.47683 12.57664 17.17353
O 10.50379 6.65315 16.09752
C 12.90668 8.66316 8.26395
C 13.07403 9.31553 14.79928
H 10.74035 13.29818 15.30926
H 7.32499 7.66799 14.60406
H 8.18178 8.89381 15.58570
H 13.73914 8.18719 8.78218
C 11.64977 8.73231 9.08686
H 16.11778 10.10216 17.46662
H 11.16839 7.31232 15.88444
O 15.04870 8.40756 17.88048
H 14.91645 10.97589 12.81308
H 5.63387 9.63730 12.66876
H 13.15915 9.68821 7.99264
O 11.33123 12.63864 14.93848
H 8.13660 6.56916 12.34716
H 15.58050 9.97723 19.13437
C 9.87561 10.70286 17.30264
O 15.93422 12.45025 11.63628
H 10.67643 4.57897 16.25680
H 11.83483 8.64822 22.10990
C 11.18303 10.76012 18.01724
H 12.18573 5.48572 15.99890
H 11.73396 11.62202 17.64080
H 12.64226 8.58887 19.98420
O 9.11275 11.83321 17.65970
H 10.03782 10.65868 16.22568
H 13.51759 8.26427 16.46586
H 11.18059 9.02464 13.76226
H 12.75575 8.05809 7.36996
C 10.17597 6.21108 12.02224
H 12.34660 7.96371 13.14288
C 12.61299 7.67931 20.58414
H 14.11298 9.28596 14.47094
H 15.64078 7.69557 17.62730
H 8.41492 6.12778 10.66614
H 7.75376 10.57381 13.72658
H 16.90161 8.91641 18.55667
H 10.66276 12.89712 13.00226
H 15.92038 10.40712 11.48964
C 7.83762 8.62975 14.58574
*
```

Here are the Mulliken charges for atoms 1 to 5, given in e:
1. C -0.304
2. H 0.023
3. H 0.286
4. C -0.742
5. H 0.265

(2)
ORCA calculation (the ωB97M-V functional and the def2-TZVPD basis) on 10 unconnected molecules or ions with the total composition C16H54BN6O10.

For the total energy, the calculation gives -47541.2767 eV.

The geometry in ORCA input format:
```
! RIJCOSX wB97M-V def2-TZVPD def2/J DEFGRID3
* xyz 1 1
H -9.14682 -0.63206 6.27969
H 4.92534 5.95374 -4.13578
C -5.93126 -1.99848 3.05714
H 5.70093 6.26114 -2.55087
H -4.32656 -2.86276 2.39604
H -1.83572 -3.31368 3.01181
H 6.92172 0.02324 -2.01598
H -6.45962 -1.05406 2.90694
H 1.24773 2.50279 -2.84857
H 4.36975 -2.62674 -2.78467
H 1.42382 3.47234 0.24601
O 6.37466 4.60686 -3.57169
C -2.36082 -4.90988 3.97902
H -0.15057 4.39687 -0.50806
H -1.18872 -0.83349 -1.91937
H -2.19683 -4.46148 4.96202
H -0.71950 2.60546 -5.80315
N -0.25893 0.79243 -0.64481
H -3.54247 -1.79636 0.71484
H 0.43110 2.02877 6.91672
C -1.74296 2.31922 -5.54850
O -4.77428 -2.01352 2.24148
N 1.48074 -0.90267 -1.51861
H 0.40790 -3.18295 -2.61864
H 0.56480 0.72077 5.71232
C 6.86000 1.70918 -2.97143
H 1.18994 -1.21255 1.32220
C 3.71560 -0.05201 3.89866
O 1.14921 0.24432 7.62655
O 6.45888 0.36224 -2.80110
H 3.52504 -1.24317 -5.12016
C 3.00900 -0.16253 0.89072
H 6.58072 2.28807 -2.08770
H 1.08050 -2.81690 -4.77844
H -1.47861 -5.47809 3.67415
C 0.05704 -3.10313 -4.52379
H 4.53179 4.92715 -2.73202
H 3.44555 -1.11593 0.32906
H -0.32970 3.06686 0.81800
H 4.74378 -0.93460 -3.20428
H -0.57338 -2.21374 -4.44856
C 1.04146 1.18858 6.57731
O -2.61823 -3.89062 3.03086
C -2.55032 -0.15052 -0.09021
H 6.35613 2.12173 -3.84869
H -1.39210 2.23940 -3.64335
H 3.48980 -0.02528 5.06874
H 3.36130 0.85685 0.38383
H -2.13828 1.65974 -6.32468
O -7.98402 0.15486 4.77594
H 1.63320 -1.93320 -1.30010
H -3.33494 1.74598 -0.08802
N -2.89778 -1.62692 -0.09333
H -7.38504 -0.82603 6.47384
H -4.21950 0.66167 0.80423
C 0.91715 -0.14874 -0.51965
H 7.94162 1.75209 -3.12143
H 1.70730 -0.59091 -2.48794
O 0.05216 -3.79267 -3.28740
O 3.35445 -1.87150 -4.39792
H 1.69572 -0.48898 7.29619
H -0.33828 -3.76261 -5.29998
H 2.03680 1.54977 6.30723
C -1.45676 0.16038 -1.31724
O -1.74784 1.62969 -4.31211
H -8.73134 0.11850 4.15486
H -2.22666 0.98662 1.70469
N 1.50378 -0.31274 0.89412
H -1.79733 -0.69378 1.84792
H -8.25707 -1.82135 5.27877
H -2.02438 0.86825 -2.07414
H -6.58568 -2.82796 2.77823
H -3.22384 -5.57824 4.02533
C 5.32405 5.49177 -3.22921
H -5.63961 -2.08740 4.10656
O 0.25854 2.38646 -2.69711
C -8.20977 -0.84007 5.75741
H 7.06231 5.13590 -4.01078
B 0.11510 2.13761 -1.23847
H 5.36468 -2.27192 -4.22113
N -3.76466 0.77412 -0.15138
N -1.85445 0.13952 1.22258
H -2.37338 3.20862 -5.47326
C 0.31507 3.38548 -0.13492
H -1.97853 -2.10844 0.14387
C 4.52825 -1.92679 -3.60845
C 3.49209 -0.13756 2.49119
*
```

Here are the Mulliken charges for atoms 1 to 5, given in e:
1. H 0.288
2. H 0.263
3. C -0.741
4. H 0.266
5. H 0.221

(3)
ORCA calculation (the ωB97M-V functional and the def2-TZVPD basis) on 11 unconnected molecules or ions with the total composition C16H54O11.

Its relative energy (zero: lowest compared OMol25 entry of this formula, charge and spin) is 3.968 eV. The SMILES is CCO.CCO.CCO.CCO.CCO.CO.CO.CO.CO.CO.CO.

The geometry in ORCA input format:
```
! RIJCOSX wB97M-V def2-TZVPD def2/J DEFGRID3
* xyz 0 1
C 4.05636 2.82750 -0.31569
H 0.05355 -2.33569 2.53905
H -2.34388 3.00305 4.94013
C 6.57945 -1.33637 1.41767
H 2.85567 -1.65724 -0.42771
C -4.56659 0.49271 -5.06366
H -5.44158 -1.48401 -1.28527
C -0.28402 -2.82283 -4.65320
O 2.50785 -0.42529 1.28109
H -1.49642 1.33587 3.55563
H -4.53548 0.11400 0.13698
H 0.40404 -2.05604 -4.41356
C -4.13973 3.05460 3.72050
H 0.52233 0.27456 2.92994
O -1.30285 -3.08624 0.46462
H 7.25457 -1.96439 1.98317
H -5.33490 1.07056 -4.57620
H -2.61788 0.17144 -4.76385
H -1.56264 -2.93923 -0.51057
O -2.31999 1.67821 3.25057
H 0.16510 1.37395 -4.79007
C 2.16730 -1.55457 0.47262
C -0.44243 1.60245 -5.72343
H 2.89874 -0.78505 5.61295
C 0.64373 2.24253 2.59387
H 5.77858 -1.92956 1.01900
H 0.26457 1.81461 -6.52346
H -2.57028 -1.55085 1.23135
O 6.15142 -0.40173 2.37796
H -1.39629 -4.38550 -3.70943
H -1.11571 0.37185 -7.06387
H 3.58399 0.81474 1.41611
H -1.06412 -2.26058 -5.16492
H 1.17009 -1.46833 0.01120
H -1.59544 -2.73904 3.09611
H -3.78879 -2.04291 -0.91450
H -1.06275 -1.01174 3.02969
H -3.72363 -0.45027 -3.05085
H 2.13367 -2.42018 1.10802
C -3.96555 0.05846 -0.77652
H -2.90917 0.18032 -0.65227
O 4.22794 1.49216 1.78575
H 4.59192 2.08254 -0.79906
H 4.30505 0.32371 5.19144
H 4.47807 3.77674 -0.56698
H 7.09385 -1.01353 0.52943
H -4.34160 0.94225 -1.42145
H 3.03629 2.77934 -0.62368
O -1.60983 -2.74233 -2.51350
H -4.89451 -0.52748 -5.00788
H 4.53423 -0.99358 3.39899
O 3.61936 -0.93829 3.69272
H 5.23323 3.16857 1.45210
H 0.70528 2.96639 3.39793
H 2.78361 -0.68084 2.22002
C -0.83800 -3.55408 -3.41343
H -2.41614 -2.40794 -2.94576
O 0.34790 1.09296 3.34794
H 3.59415 3.37869 1.82436
O -3.99636 -1.32838 -2.81172
H -0.27149 2.49006 2.11235
C -3.00704 2.24492 4.32471
O -3.34686 0.66853 -4.30691
H -1.06829 2.41666 -5.50161
H 5.66001 0.34104 1.97533
C 3.34183 -0.09296 4.90661
C -0.97657 -1.97919 2.54932
H 2.73290 0.82426 4.65929
H -0.04700 -3.43355 -5.51149
H 0.01907 -3.89605 -2.75437
H -4.75396 3.35916 4.57639
H -3.87712 3.93570 3.11621
H -4.38916 0.87366 -6.07162
H 1.60774 2.19806 2.00749
C -1.48400 -1.85862 1.11817
H -4.65278 2.35259 3.03489
O -1.14824 0.41033 -6.13311
C 4.25005 2.81336 1.19899
H -3.41742 1.52750 5.05467
H -0.87443 -1.08153 0.53851
C -4.36255 -1.30457 -1.44021
*
```

Here are the Mulliken charges for atoms 1 to 5, given in e:
1. C -1.212
2. H 0.236
3. H 0.232
4. C -0.670
5. H 0.248

(4)
ORCA calculation (the ωB97M-V functional and the def2-TZVPD basis) on 10 unconnected molecules or ions with the total composition C16H56N4O10.

Its relative energy (zero: lowest compared OMol25 entry of this formula, charge and spin) is 0.274 eV. The SMILES is COC[C@H](C)N.COC[C@H](C)N.COC[C@H](C)N.COC[C@H](C)N.O.O.O.O.O.O.

The geometry in ORCA input format:
```
! RIJCOSX wB97M-V def2-TZVPD def2/J DEFGRID3
* xyz 0 1
H 1.93110 2.61347 1.66018
H -1.95874 0.84072 1.64478
C -2.85268 1.11279 4.20766
O 1.08911 -0.91750 0.60010
H -5.02435 2.18479 6.38935
C 0.71911 -2.78538 -4.35510
H -0.86534 0.16316 2.67766
C 2.58876 -2.02359 -3.10227
H -5.45977 -4.62653 -2.45791
H 1.51464 -2.93167 0.23423
H 1.82529 0.62869 3.55596
H -4.90289 -4.09236 -1.07689
C -4.11163 2.21800 5.79682
H -2.93274 -2.53207 -1.09568
H -0.97080 2.56932 -0.45028
H 5.13671 -0.76613 -3.42688
H 0.91784 7.39179 -0.36498
H -2.41019 -2.25295 3.56163
H -4.16431 3.14475 5.20514
H 3.47329 -4.23059 -1.87426
N 4.84412 -1.22450 -2.57045
H -1.26016 -1.28030 4.49132
H 0.82271 -0.42357 1.38530
H -3.26510 2.40000 6.47300
H 0.85182 4.93633 0.14625
H 1.71757 7.58296 1.21109
H 3.84599 -2.97333 -0.66296
C -5.15671 -2.02761 -2.58743
H 2.50613 8.16690 -0.29512
H -3.74402 -0.32356 2.95555
H 2.09106 -1.90928 -2.12843
H 5.73527 -1.45599 -2.13888
H 4.22753 0.16682 0.66350
H 0.14709 -2.36412 -3.52440
H 2.37912 -3.87219 1.06398
H -0.48596 -2.28605 0.51908
H -6.12256 -2.37088 -2.96347
C 4.12493 -3.38957 -1.62746
H 3.59446 4.41086 -1.69334
H 0.75065 1.71716 3.46651
O 2.53040 6.15418 -0.02739
H 1.93577 3.76555 -1.89374
O 1.68188 -3.87054 0.40241
C 1.88074 5.03714 0.50870
O -1.28027 -2.60107 0.96384
H -1.59774 0.27836 -2.62832
O 2.03735 -3.02989 -3.89573
H 4.43603 -2.92257 -3.69473
C -2.76863 -2.72919 -2.16080
H 2.56528 -1.07100 -3.64588
H 3.67405 3.85273 0.62525
H -1.60177 -1.81820 1.44680
H 0.74671 -2.00907 -5.13407
O 0.96193 0.82265 3.17102
H 4.10822 -0.16934 -0.83222
H -0.09887 1.86539 0.57773
H -2.12164 -3.60725 -2.23090
H -2.88473 2.00350 3.56126
C -4.13436 -3.14260 -2.69933
N -1.78419 0.04447 2.25262
O 3.57951 0.05174 -0.04084
H 2.49725 1.77273 0.43490
O -3.99629 1.05755 5.02832
H -2.72536 -0.22048 -1.42763
C -2.29737 -1.34138 4.15126
C 1.88875 7.39056 0.14574
H 1.90826 5.14056 1.60634
H -4.01816 -3.39510 -3.76097
C -2.73793 -0.13336 3.34315
H -5.30061 -1.78161 -1.52782
H 3.27882 2.70408 -1.63644
H 1.95274 -0.53762 0.33826
C 2.87188 3.67643 -1.33993
C 4.03818 -2.43992 -2.79653
H 0.28312 -3.67001 -4.80529
N -4.58546 -4.36207 -2.00865
H -4.84924 -1.10851 -3.08970
H 5.09385 -3.87861 -1.47970
H -2.89858 -1.52638 5.04568
C -1.86314 -0.58073 -2.00286
C 2.68124 3.78447 0.16604
O -1.00831 1.90651 0.24610
H -1.91292 1.22689 4.77643
O -2.22681 -1.63033 -2.87095
H -1.03241 -0.75524 -1.31502
N 1.94651 2.60778 0.64073
*
```

Here are the Mulliken charges for atoms 1 to 5, given in e:
1. H 0.109
2. H 0.116
3. C -0.617
4. O -0.351
5. H 0.274